{
  "formula": "C5H10BN",
  "method": "wB97M-V/def2-TZVPD",
  "species": ["B", "C", "C", "C", "C", "C", "N", "H", "H", "H", "H", "H", "H", "H", "H", "H", "H"],
  "xyz": [[-0.017, -0.668, -0.362], [1.586, -0.244, 1.482], [0.935, 0.927, 1.382], [1.032, -1.348, 0.621], [-0.742, -0.947, -1.824], [-1.286, 1.612, -0.035], [-0.368, 0.539, 0.144], [2.363, -0.355, 2.203], [0.906, 1.917, 1.730], [0.690, -2.108, 1.231], [1.730, -2.042, 0.166], [-0.116, -0.258, -2.498], [-1.733, -0.666, -1.810], [-0.562, -2.003, -2.185], [-0.978, 2.485, 0.626], [-1.140, 1.901, -1.101], [-2.302, 1.259, 0.231]],
  "e_above_lowest_kj_mol": 247.5,
  "orbital_gap_ev": 9.5,
  "max_force_ha_per_bohr": 0.130,
  "e_homo_ev": -8.7,
  "e_tot_ev": -7511.8024
}